Version one
14
Properties=species:S:1:pos:R:3:lowdin_charge:R:1 method="wB97M-V/def2-TZVPD" total_charge=+1 spin_multiplicity=1 homo_lumo_gap_ev=9.13
C 0.5329 -0.6878 -0.1627 -0.122
N -3.1221 0.0594 0.2344 -0.098
N -1.8524 -0.9431 -0.0756 -0.008
N -2.9846 1.2162 0.2384 0.139
N -0.6898 -0.3392 -0.3039 -0.005
N 1.6064 0.0747 -0.1384 -0.049
N 1.5892 1.4510 -0.0951 0.049
H 0.6543 -1.8225 -0.2937 0.191
H -3.9764 -0.6019 0.4093 0.212
H -1.8897 -1.8724 0.2311 0.102
H 2.6317 -0.2182 -0.3546 0.224
H -1.0269 0.6359 -0.3407 0.135
H 1.0236 1.9365 0.6190 0.125
H 2.5696 1.7050 -0.1145 0.105

Version two
14
Properties=species:S:1:pos:R:3:lowdin_charge:R:1 method="wB97M-V/def2-TZVPD" total_charge=+1 spin_multiplicity=1 homo_lumo_gap_ev="7.89 / 7.28"
C -2.1248 0.4371 -0.2574 -0.296
N -4.1500 -0.7086 0.0660 0.143
N -1.1970 -0.3408 -0.0742 0.172
N -3.3399 0.0961 0.4232 -0.018
N 1.3018 1.0116 0.3124 0.104
N 1.5233 -1.2689 0.3183 0.137
N 0.9699 -0.2123 -0.2858 -0.137
H -2.2709 1.2045 -0.9863 0.120
H -4.0449 -1.1747 -0.8233 0.082
H 1.1033 1.9273 -0.0546 0.116
H 1.2405 1.0209 1.3689 0.150
H 1.2406 -1.3527 1.2640 0.113
H 1.5689 -2.1248 -0.2177 0.141
H 1.1404 -0.1296 -1.2763 0.174

The winner here is version one, beating the second structure by 1.345 eV.

Version one
7
Properties=species:S:1:pos:R:3:lowdin_charge:R:1 method="wB97M-V/def2-TZVPD" spin_multiplicity=1 homo_lumo_gap_ev=11.86 smiles="N=C=O.C#N"
C -1.1888 0.0881 0.9539 -0.093
C 0.7053 -0.2161 -1.0894 -0.504
N 1.3827 0.1827 -0.2273 0.176
N -1.5680 -0.8406 0.4245 0.105
O 0.1736 -0.5278 -2.0777 0.150
H -0.7686 1.0224 1.2005 0.058
H 1.2639 0.2912 0.8154 0.107

Version two
7
Properties=species:S:1:pos:R:3:lowdin_charge:R:1 method="wB97M-V/def2-TZVPD" spin_multiplicity=1 homo_lumo_gap_ev=12.20 smiles="N=C=O.C#N"
O 2.2331 1.1960 -0.6981 0.182
C 1.6880 0.2293 -0.3435 -0.366
N 0.9944 -0.7174 -0.0012 0.145
C -2.0845 0.2680 0.2294 -0.093
N -3.0485 0.8949 0.3302 0.041
H 1.3833 -1.5796 0.3469 0.091
H -1.1659 -0.2912 0.1364 0.000

The winner here is version two, beating the second structure by 0.560 eV.

Version one
54
Properties=species:S:1:pos:R:3:lowdin_charge:R:1 method="wB97M-V/def2-TZVPD" spin_multiplicity=1 homo_lumo_gap_ev=8.97
Cu 0.0075 -0.8131 -0.1352 0.225
Cl 0.7054 1.9443 -1.4786 0.658
O 0.7550 2.9274 -0.3918 -0.376
O 1.6952 0.9255 -1.1754 -0.396
O -0.5952 1.3093 -1.4525 -0.397
O 0.9627 2.5432 -2.7643 -0.329
C 2.3191 3.6538 4.6332 -0.112
C 1.8917 2.2673 4.1229 -0.238
C 0.9019 2.4681 2.9455 -0.163
C 0.4921 1.2074 2.3491 -0.167
N 0.1205 0.2235 1.9123 0.194
H 3.0076 4.1125 3.9160 0.075
H 2.9318 3.5881 5.5325 0.069
H 1.5023 4.3636 4.7525 0.073
H 1.3627 1.7534 4.9247 0.108
H 2.7693 1.6938 3.8317 0.097
H 1.3231 3.0773 2.1456 0.118
H 0.0482 2.9427 3.4288 0.126
C -2.4247 -1.5181 -5.3908 -0.105
C -2.9322 -2.7079 -4.6478 -0.266
C -1.9200 -3.5570 -3.8127 -0.165
C -1.1914 -2.7458 -2.8651 -0.177
N -0.5857 -2.0755 -2.1596 0.210
H -2.2385 -1.7720 -6.4383 0.075
H -1.4930 -1.1432 -4.9647 0.078
H -3.1947 -0.7501 -5.4411 0.077
H -3.3687 -3.4519 -5.3201 0.106
H -3.7415 -2.3996 -3.9797 0.105
H -1.3193 -4.1293 -4.5178 0.122
H -2.5400 -4.2922 -3.2981 0.118
C -4.1989 1.6192 -0.2293 -0.089
C -4.9139 0.2610 -0.1469 -0.240
C -4.4420 -0.5431 1.0735 -0.183
C -3.1937 -1.2787 0.8429 -0.190
N -2.1961 -1.8210 0.6969 0.167
H -4.1172 2.1610 0.7133 0.075
H -4.8450 2.2877 -0.8036 0.071
H -3.2213 1.5122 -0.6966 0.064
H -4.8016 -0.3658 -1.0317 0.105
H -5.9847 0.4739 -0.1587 0.102
H -5.1257 -1.2835 1.5096 0.118
H -4.3074 0.0373 1.9921 0.120
C 4.6894 -0.7298 2.3459 -0.106
C 5.3559 -0.5818 0.9840 -0.243
C 4.7916 -1.5016 -0.1331 -0.158
C 3.3655 -1.7599 0.0185 -0.209
N 2.2547 -2.0120 0.1460 0.185
H 5.1676 0.0389 2.9604 0.071
H 4.7951 -1.7021 2.8201 0.080
H 3.6394 -0.4370 2.3235 0.059
H 6.4266 -0.8087 0.9754 0.104
H 5.3860 0.4605 0.6637 0.109
H 5.1418 -2.5351 -0.0131 0.123
H 5.0829 -1.1371 -1.1140 0.122

Version two
54
Properties=species:S:1:pos:R:3:lowdin_charge:R:1 method="wB97M-V/def2-TZVPD" spin_multiplicity=1 homo_lumo_gap_ev=9.02
Cu 0.6784 0.3107 -0.8457 0.260
Cl 3.6725 0.0539 -0.1795 0.655
O 4.6281 0.3046 0.8546 -0.329
O 2.6235 -0.8310 0.3082 -0.391
O 3.0330 1.2964 -0.5879 -0.371
O 4.3049 -0.5332 -1.3323 -0.345
C 3.3981 1.3637 4.9344 -0.104
C 2.6324 1.2644 3.6072 -0.243
C 1.2264 0.7034 3.8649 -0.181
C 0.4075 0.8453 2.6652 -0.192
N -0.1845 1.0231 1.6979 0.176
H 4.4436 1.6346 4.7858 0.073
H 3.4215 0.3640 5.3729 0.075
H 2.9541 2.1249 5.5756 0.071
H 3.1654 0.5406 2.9902 0.095
H 2.5945 2.2275 3.1027 0.118
H 0.6873 1.1474 4.7054 0.121
H 1.3004 -0.3559 4.1231 0.125
C 2.5192 -3.3608 -5.4808 -0.109
C 2.8171 -3.6317 -4.0098 -0.256
C 2.9926 -2.4144 -3.1055 -0.183
C 1.9311 -1.3984 -3.2170 -0.200
N 1.0864 -0.6208 -3.2315 0.167
H 2.9227 -2.4294 -5.8706 0.077
H 1.4323 -3.2087 -5.5555 0.072
H 2.6667 -4.2569 -6.0792 0.068
H 3.7746 -4.1567 -3.9251 0.107
H 2.0805 -4.3108 -3.5801 0.109
H 3.8987 -1.8251 -3.2396 0.111
H 2.9439 -2.7531 -2.0693 0.120
C -4.8646 -1.5173 2.1777 -0.110
C -3.6356 -1.0941 1.4180 -0.266
C -2.7441 -2.2675 0.9863 -0.178
C -1.5524 -1.8567 0.2596 -0.168
N -0.6502 -1.4345 -0.3023 0.189
H -5.6189 -0.7372 2.2451 0.073
H -4.6715 -1.8944 3.1856 0.077
H -5.3254 -2.3869 1.6945 0.076
H -2.9990 -0.3873 1.9580 0.103
H -3.8874 -0.5405 0.5075 0.111
H -3.2796 -2.9830 0.3575 0.124
H -2.4406 -2.7982 1.8941 0.126
C -2.7760 3.7508 0.2849 -0.115
C -3.4967 3.9510 -1.0335 -0.257
C -2.8595 3.3082 -2.2593 -0.170
C -2.1323 2.0764 -1.9547 -0.183
N -1.5447 1.1192 -1.7211 0.191
H -2.8555 2.7448 0.7049 0.063
H -3.0646 4.4251 1.0897 0.073
H -1.6921 3.8651 0.1579 0.079
H -3.7618 4.9927 -1.2194 0.108
H -4.4993 3.5152 -0.9215 0.108
H -2.1269 3.9636 -2.7405 0.127
H -3.5740 3.0680 -3.0476 0.121

Version three
54
Properties=species:S:1:pos:R:3:lowdin_charge:R:1 method="wB97M-V/def2-TZVPD" spin_multiplicity=1 homo_lumo_gap_ev=3.17
Cu 25.4901 0.1110 -4.1404 0.963
Cl 22.5569 0.0348 -8.7068 0.599
O 23.0944 0.0622 -7.3888 -0.434
O 23.5728 -0.1284 -9.6755 -0.369
O 21.5804 -1.0933 -8.6596 -0.398
O 22.0895 1.3535 -9.0228 -0.380
C 16.9895 2.2572 -5.3235 -0.105
C 18.4803 2.0335 -5.1224 -0.236
C 19.1622 2.9511 -3.9990 -0.168
C 20.5981 2.6873 -3.7100 -0.215
N 21.7185 2.4647 -3.4402 0.098
H 16.4944 1.3717 -5.7221 0.072
H 16.7950 3.0202 -6.0771 0.072
H 16.5173 2.5615 -4.3894 0.070
H 19.1320 2.0696 -5.9954 0.109
H 18.7074 0.9842 -4.9340 0.099
H 18.6014 3.0512 -3.0696 0.108
H 19.1402 3.9798 -4.3588 0.111
C 29.2375 4.3083 -7.6881 -0.114
C 28.2711 4.9689 -8.6307 -0.266
C 27.6947 3.9817 -9.6776 -0.192
C 26.9233 4.7137 -10.6825 -0.247
N 26.3976 5.3699 -11.4746 0.142
H 28.7829 3.4200 -7.2494 0.072
H 29.5774 4.9467 -6.8726 0.071
H 30.1406 4.0191 -8.2255 0.075
H 28.5134 5.8359 -9.2451 0.112
H 27.4116 5.3554 -8.0831 0.108
H 26.9854 3.2010 -9.4028 0.121
H 28.5553 3.5470 -10.1861 0.119
C 17.6290 0.0053 -12.5725 -0.106
C 17.0684 1.4340 -12.5472 -0.274
C 17.2592 2.2769 -11.3173 -0.185
C 16.5218 3.5622 -11.3815 -0.237
N 15.9420 4.5467 -11.4514 0.129
H 17.2666 -0.6292 -11.7637 0.073
H 18.7181 0.0310 -12.6090 0.072
H 17.4662 -0.5549 -13.4933 0.067
H 15.9984 1.2864 -12.6929 0.105
H 17.3037 1.9226 -13.4928 0.113
H 18.3004 2.3723 -11.0095 0.127
H 16.7092 1.8907 -10.4591 0.116
C 23.8224 -8.3648 -8.0085 -0.125
C 23.5754 -7.1095 -7.2392 -0.293
C 23.7701 -5.8953 -8.0958 -0.198
C 25.1381 -5.4772 -8.5440 -0.202
N 26.1867 -5.1942 -8.9124 0.128
H 24.0540 -9.1560 -7.2955 0.071
H 24.7374 -8.3654 -8.6010 0.077
H 22.9809 -8.6753 -8.6279 0.080
H 24.1801 -7.1131 -6.3323 0.112
H 22.5434 -7.1510 -6.8906 0.113
H 23.3771 -5.0842 -7.4827 0.113
H 23.0617 -5.9744 -8.9204 0.124

The winner here is version two, beating the second structure by 0.281 eV.

Version one
14
Properties=species:S:1:pos:R:3:lowdin_charge:R:1 method="wB97M-V/def2-TZVPD" spin_multiplicity=2 homo_lumo_gap_ev="3.88 / 12.85"
O -1.3151 -1.1341 1.4948 -0.126
H -1.7351 -1.9668 1.6933 0.036
H 0.0477 -0.9833 0.3651 0.051
H -2.0528 -0.5285 1.6516 0.043
C -0.2887 1.3284 -1.1190 -0.119
C 0.9751 0.8047 -0.3669 -0.309
N 0.8785 -0.6761 -0.2010 0.001
H -0.8963 1.8447 -0.3924 0.062
H -0.6996 0.4984 -1.6933 0.043
H 0.0069 1.9145 -1.9956 0.067
H 1.0664 1.2771 0.6053 0.093
H 1.9042 0.9751 -0.9093 0.085
H 1.6843 -1.1508 0.2728 0.039
H 0.6590 -1.1168 -1.1251 0.033

Version two
14
Properties=species:S:1:pos:R:3:lowdin_charge:R:1 method="wB97M-V/def2-TZVPD" spin_multiplicity=2 homo_lumo_gap_ev="4.10 / 11.47"
C -0.4846 1.2820 -1.8346 -0.164
N -0.9396 0.3708 -0.6979 -0.026
H -1.5846 0.8962 -0.0773 0.020
H -1.3428 -0.5101 -1.0566 0.034
H -0.1112 0.1060 -0.1078 0.066
H -1.3427 1.3706 -2.4829 0.044
H 0.4116 0.8632 -2.3362 0.079
H -0.2000 2.2352 -1.3717 0.059
C 0.6200 -1.0487 1.9464 -0.182
O 1.3103 -0.8845 0.6722 -0.217
H 2.1300 -1.4140 0.6001 0.092
H 1.2241 -0.4068 2.5720 0.069
H 0.7335 -2.1136 2.2294 0.085
H -0.4241 -0.7463 1.9449 0.041

The winner here is version one, beating the second structure by 0.498 eV.